Record 1
C6H14N2O2 | ωB97M-V with the def2-TZVPD basis set

XYZ file:
```
24
Properties=species:S:1:pos:R:3:forces:R:3:mulliken_charge:R:1
C -1.629 0.191 2.660 -0.1 0.8 0.6 -0.811
N -1.566 1.457 1.934 -0.4 -0.5 -0.1 -0.179
C -0.688 1.637 0.924 0.4 0.7 0.5 0.690
C -0.664 3.005 0.276 -0.1 -0.7 -0.5 -1.151
O 0.105 0.772 0.585 -0.1 -0.1 0.0 -0.734
H -2.663 -0.130 2.776 0.0 -0.1 -0.2 0.302
H -1.031 -0.547 2.149 0.0 -0.2 -0.1 0.279
H -1.221 0.373 3.662 0.0 -0.3 -0.1 0.267
H -2.286 2.139 2.124 0.4 0.0 -0.1 0.221
H -1.300 2.892 -0.607 -0.1 0.5 0.1 0.276
H 0.342 3.159 -0.101 0.1 0.1 0.1 0.304
H -0.968 3.832 0.912 -0.2 -0.1 0.0 0.376
C 2.777 -1.882 -0.595 -0.2 0.4 -0.4 -0.944
N 1.454 -1.349 -0.885 0.2 0.2 -0.1 -0.082
C 0.835 -1.769 -2.012 0.0 -0.6 -0.1 0.623
C -0.542 -1.222 -2.272 -0.2 0.0 1.2 -0.692
O 1.309 -2.654 -2.713 0.1 0.2 -0.1 -0.664
H 3.252 -1.256 0.154 -0.1 -0.2 0.3 0.356
H 2.700 -2.930 -0.307 0.2 0.1 0.1 0.257
H 3.392 -1.800 -1.492 0.0 -0.3 0.0 0.296
H 1.104 -0.538 -0.386 0.0 -0.3 -0.1 0.420
H -1.223 -1.964 -1.850 -0.1 -0.3 -0.5 0.232
H -0.742 -0.377 -1.619 0.1 0.6 -0.3 0.052
H -0.747 -1.037 -3.318 0.0 0.0 -0.1 0.304
```
Positions in Å, forces in eV/Å.

DFT total energy ... -13525.1757 eV
Molecular weight ... 146.19 g mol⁻¹
LUMO ... 0.54 eV

Record 2
C6H14N2O2 | ωB97M-V with the def2-TZVPD basis set

XYZ file:
```
24
Properties=species:S:1:pos:R:3:forces:R:3:mulliken_charge:R:1
C 0.788 1.234 -1.375 0.3 -0.1 0.2 -1.358
C 0.364 1.011 0.048 -0.8 1.5 0.1 -0.339
C -0.910 1.048 0.497 1.0 -0.5 -0.8 1.229
C -2.087 1.002 -0.437 0.0 0.1 -0.1 -1.471
C -1.203 0.817 1.917 0.4 -1.8 0.6 -1.535
H 1.752 0.750 -1.560 -0.1 0.2 0.0 0.288
H 0.073 0.832 -2.081 -0.2 0.0 -0.2 0.296
H 0.907 2.306 -1.572 0.0 -0.1 -0.1 0.333
H 1.156 1.138 0.777 0.1 -0.2 0.2 0.454
H -1.894 0.373 -1.305 0.1 0.0 -0.1 0.340
H -2.975 0.607 0.061 0.1 0.1 0.0 0.429
H -2.306 2.010 -0.799 -0.1 0.0 0.0 0.319
H -0.424 1.193 2.579 0.0 0.2 0.0 0.335
H -2.179 1.189 2.222 0.0 -0.2 0.1 0.452
H -1.086 -0.360 1.978 -0.9 2.3 0.4 0.342
N 0.023 -1.892 -0.858 0.7 0.6 1.0 -0.304
C 0.489 -1.587 0.401 -0.6 -2.7 0.5 0.429
O -0.187 -1.749 1.425 0.9 0.2 -1.1 -0.760
N 1.886 -1.639 0.545 0.3 0.5 -0.1 -0.145
O 2.658 -1.202 -0.563 -0.2 -0.1 0.2 -0.400
H -0.903 -2.289 -0.886 0.2 0.3 -0.4 0.250
H 0.621 -1.658 -1.634 -0.5 -0.3 -0.2 0.218
H 2.203 -1.183 1.395 -0.1 0.1 -0.2 0.277
H 3.235 -1.952 -0.774 -0.3 0.1 0.2 0.323
```
Positions in Å, forces in eV/Å.

DFT total energy ... -13522.2559 eV
Molecular weight ... 146.19 g mol⁻¹
LUMO ... 0.61 eV

Record 3
C6H14N2O2 | ωB97M-V with the def2-TZVPD basis set

XYZ file:
```
24
Properties=species:S:1:pos:R:3:forces:R:3:mulliken_charge:R:1
C -2.562 1.265 0.397 -0.7 -0.3 -2.2 -0.795
N -2.461 -0.027 1.098 0.7 1.6 0.0 -0.289
C -1.237 -0.143 1.784 -0.8 -0.6 -0.1 0.702
C -1.296 -0.811 3.113 0.0 -2.2 0.6 -1.126
O -0.188 0.215 1.294 -0.2 0.4 0.0 -0.652
H -3.051 2.023 1.041 0.7 -0.2 -0.4 0.304
H -1.564 1.505 0.010 -0.4 0.5 0.6 0.214
H -3.163 1.183 -0.566 0.4 -0.1 1.3 0.241
H -3.333 -0.142 1.592 0.4 -0.7 0.6 0.273
H -0.458 -1.513 3.261 0.4 0.9 -0.2 0.307
H -1.328 -0.122 3.979 -0.3 -0.4 -0.6 0.258
H -2.068 -1.610 3.088 -0.4 1.1 0.4 0.386
C 0.671 1.218 -2.562 0.1 1.1 0.6 -0.932
N 0.940 0.452 -1.358 1.2 -0.3 -1.2 0.030
C 2.015 -0.425 -1.388 -1.7 0.2 0.6 0.599
C 1.927 -1.418 -0.253 0.5 -1.0 0.6 -0.799
O 2.794 -0.436 -2.313 0.4 -0.1 -0.2 -0.632
H 0.759 0.671 -3.493 -0.2 -0.7 0.1 0.331
H -0.351 1.567 -2.392 0.1 0.3 -0.6 0.268
H 1.366 2.069 -2.746 -0.4 -0.3 0.6 0.253
H 0.349 0.589 -0.544 0.4 -0.4 -0.1 0.335
H 0.872 -1.563 -0.036 0.1 0.2 0.4 0.148
H 2.291 -2.426 -0.485 0.2 0.4 -0.6 0.332
H 2.499 -1.155 0.651 -0.4 0.4 -0.3 0.242
```
Positions in Å, forces in eV/Å.

DFT total energy ... -13524.2919 eV
Molecular weight ... 146.19 g mol⁻¹
LUMO ... 0.55 eV

Record 4
C6H14N2O2 | ωB97M-V with the def2-TZVPD basis set

XYZ file:
```
24
Properties=species:S:1:pos:R:3:forces:R:3:mulliken_charge:R:1
C 2.652 1.938 0.306 -0.8 0.5 -2.9 -1.081
N 2.102 0.713 -0.221 -0.1 -1.0 0.1 -0.073
C 2.869 -0.459 -0.319 -4.2 1.8 -0.5 0.643
C 2.039 -1.656 -0.757 -1.7 0.5 0.8 -0.605
O 4.003 -0.475 -0.002 3.0 -0.5 0.6 -0.603
H 3.666 1.853 0.532 1.5 -0.4 0.5 0.372
H 2.550 2.719 -0.466 0.4 -0.1 -0.1 0.319
H 2.103 2.358 1.076 -1.1 0.3 2.1 0.352
H 1.114 0.718 -0.502 0.7 -0.3 0.1 0.202
H 2.337 -2.021 -1.734 0.2 -0.3 0.1 0.302
H 0.913 -1.401 -0.773 1.9 -0.3 -0.2 -0.057
H 2.161 -2.379 0.063 0.2 -0.2 -0.6 0.240
C -3.772 0.520 -0.807 -2.1 -0.7 0.5 -0.803
N -2.941 -0.125 0.235 -2.8 0.5 0.8 -0.223
C -1.603 -0.218 0.142 -1.5 0.3 1.5 0.729
C -1.013 -0.853 1.320 -0.3 -0.2 1.8 -0.684
O -0.993 0.218 -0.785 1.6 0.8 -2.2 -0.729
H -3.123 1.062 -1.527 -0.6 0.0 0.8 0.295
H -4.294 -0.305 -1.383 0.6 0.9 0.4 0.270
H -4.699 1.122 -0.301 2.7 -1.0 -1.3 0.247
H -3.444 -0.385 1.130 1.2 0.4 -1.9 0.230
H -1.893 -0.980 2.063 2.1 -0.5 -0.8 0.223
H -0.230 -0.219 1.772 -0.4 -0.2 -0.2 0.246
H -0.506 -1.744 0.937 -0.3 -0.3 0.7 0.187
```
Positions in Å, forces in eV/Å.

DFT total energy ... -13524.1960 eV
Molecular weight ... 146.19 g mol⁻¹
LUMO ... 0.55 eV

Record 5
C6H14N2O2 | ωB97M-V with the def2-TZVPD basis set

XYZ file:
```
24
Properties=species:S:1:pos:R:3:forces:R:3:mulliken_charge:R:1
C 0.881 1.644 1.947 0.3 0.5 0.8 -0.684
N 0.428 2.517 0.872 1.4 -0.9 0.1 -0.259
C 0.886 2.245 -0.410 -2.6 -0.9 0.4 0.680
C -0.195 2.572 -1.396 0.6 1.2 -2.9 -1.127
O 1.872 1.628 -0.722 0.7 0.3 0.5 -0.596
H 0.686 2.147 2.892 -0.2 0.0 0.1 0.358
H 0.377 0.673 1.971 0.1 0.0 -0.2 0.072
H 1.962 1.496 1.942 -0.1 0.0 -0.4 0.307
H -0.545 2.751 0.941 -0.1 0.2 -0.2 0.267
H -0.061 3.591 -1.803 -0.3 0.1 0.7 0.335
H 0.003 2.071 -2.356 0.0 -0.6 0.5 0.314
H -1.243 2.407 -1.164 0.1 0.0 0.6 0.355
C 0.007 -1.892 -2.008 -1.3 0.2 0.2 -0.883
N 0.141 -1.714 -0.561 -0.2 0.0 -0.3 -0.089
C -0.451 -2.702 0.266 1.0 -0.6 0.1 0.477
C -1.076 -2.196 1.528 -1.2 1.2 0.2 -0.848
O -0.498 -3.873 -0.028 -0.4 0.1 -0.3 -0.553
H -0.739 -1.162 -2.360 0.4 0.0 -0.1 0.238
H 0.906 -1.761 -2.590 0.4 -0.1 0.1 0.308
H -0.465 -2.849 -2.195 0.4 -0.4 -0.2 0.354
H 1.080 -1.486 -0.276 0.0 0.4 0.3 0.225
H -2.125 -2.521 1.487 0.2 -0.1 0.1 0.260
H -0.706 -2.483 2.504 0.5 -0.6 -0.2 0.303
H -1.124 -1.103 1.518 0.1 -0.1 0.0 0.189
```
Positions in Å, forces in eV/Å.

DFT total energy ... -13523.8235 eV
Molecular weight ... 146.19 g mol⁻¹
LUMO ... 0.66 eV

Record 6
C6H14N2O2 | ωB97M-V with the def2-TZVPD basis set

XYZ file:
```
24
Properties=species:S:1:pos:R:3:forces:R:3:mulliken_charge:R:1
C 1.181 0.294 -0.087 -0.2 -1.7 -0.8 2.050
C 1.204 1.401 0.944 -0.9 0.0 0.0 -1.721
C 1.157 0.815 -1.504 -0.2 -0.1 0.1 -1.766
C 2.288 -0.705 0.168 -0.2 0.1 0.0 -1.678
N -1.392 0.805 0.248 0.3 -0.5 -0.7 0.418
N -2.049 1.227 1.172 -0.8 0.4 0.4 -0.814
H -2.741 0.556 1.568 0.3 -0.4 0.0 0.255
H 0.930 1.021 1.926 0.1 0.1 0.1 0.387
H 2.206 1.839 0.969 0.2 -0.4 0.0 0.447
H 1.117 -0.008 -2.214 0.1 0.0 -0.1 0.338
H 0.307 1.477 -1.660 0.0 0.0 0.0 0.402
H 2.073 1.389 -1.676 0.0 0.0 0.0 0.433
H 2.172 -1.150 1.154 0.0 0.0 0.1 0.387
H 3.251 -0.187 0.141 0.0 -0.1 -0.1 0.418
H 2.260 -1.506 -0.565 0.1 0.0 -0.1 0.384
H 0.544 2.225 0.686 -0.2 -0.2 0.0 0.405
C -2.329 -1.564 0.555 0.3 0.1 -0.3 -1.880
C -1.390 -0.655 -0.232 -1.4 1.1 0.6 1.033
O -1.882 -0.581 -1.557 0.2 -0.2 0.1 -0.544
O -0.110 -1.025 -0.110 2.3 1.8 0.4 -0.563
H -1.162 -0.267 -2.115 0.0 0.0 0.1 0.355
H -3.366 -1.245 0.444 0.0 0.0 0.0 0.465
H -2.042 -1.593 1.605 0.0 0.0 0.0 0.428
H -2.227 -2.564 0.140 0.0 -0.1 0.0 0.360
```
Positions in Å, forces in eV/Å.

DFT total energy ... -13521.6539 eV
Molecular weight ... 146.19 g mol⁻¹
LUMO ... 0.77 eV

Record 7
C6H14N2O2 | ωB97M-V with the def2-TZVPD basis set

XYZ file:
```
24
Properties=species:S:1:pos:R:3:forces:R:3:mulliken_charge:R:1
N -2.770 1.049 -1.573 0.8 3.5 0.2 -0.436
C -2.473 0.698 -0.287 0.5 1.7 0.8 -0.132
O -3.692 0.843 0.759 0.4 -1.9 0.6 -0.464
C -3.070 -0.331 0.550 0.2 2.6 -1.6 0.665
O -3.000 -1.466 0.819 -0.7 -1.6 1.1 -0.497
H -3.430 0.523 -2.050 -1.5 -1.2 -0.8 0.234
H -3.005 2.110 -1.667 0.8 -2.7 0.2 0.267
H -1.630 1.253 0.164 -0.4 -0.4 -0.4 0.338
C 0.575 -1.052 -0.852 -1.7 -0.9 -1.1 -1.285
C 1.371 -0.201 0.093 1.7 0.6 3.0 1.470
C 2.936 -0.310 0.008 -0.1 0.0 -0.4 -1.729
C 1.003 -0.617 1.587 -0.5 0.6 -0.2 -1.291
N 0.971 1.191 0.147 -0.4 2.0 -2.7 -0.623
H 0.260 -0.677 -1.859 1.3 0.1 0.5 0.327
H 1.030 -2.053 -0.942 -0.1 0.5 -0.2 0.346
H -0.469 -1.251 -0.493 0.9 0.2 0.4 0.178
H 3.257 -1.352 0.054 0.1 0.0 0.0 0.394
H 3.529 0.265 0.747 -1.0 -0.4 0.4 0.373
H 3.339 0.152 -0.880 -0.1 -0.2 -1.0 0.429
H 0.808 0.324 2.226 0.1 -1.6 -1.1 0.290
H 0.100 -1.208 1.398 -0.1 0.2 1.1 0.268
H 1.738 -1.220 2.117 0.1 -0.2 -0.2 0.360
H 0.978 1.661 -0.829 0.3 -1.0 2.1 0.259
H 1.643 1.671 0.762 -0.6 0.0 -0.6 0.259
```
Positions in Å, forces in eV/Å.

DFT total energy ... -13522.0308 eV
Molecular weight ... 146.19 g mol⁻¹
LUMO ... 0.74 eV

Record 8
C6H14N2O2 | ωB97M-V with the def2-TZVPD basis set

XYZ file:
```
24
Properties=species:S:1:pos:R:3:forces:R:3:mulliken_charge:R:1
C 3.370 -0.603 0.135 0.7 1.4 0.5 -0.852
N 2.591 0.550 -0.290 -1.6 -0.4 -0.3 -0.255
C 1.299 0.382 -0.721 1.3 -0.6 -0.2 0.665
C 0.572 1.587 -1.222 -0.6 -0.3 0.1 -0.857
O 0.801 -0.733 -0.743 -0.2 0.0 0.2 -0.716
H 3.553 -1.306 -0.663 -0.2 -0.4 -0.1 0.285
H 4.326 -0.171 0.449 0.0 -0.4 0.0 0.370
H 2.909 -1.021 1.026 -0.1 -0.4 -0.3 0.231
H 3.015 1.374 -0.643 0.7 0.5 0.1 0.256
H 1.151 2.505 -1.254 0.0 0.0 0.0 0.394
H 0.165 1.307 -2.194 0.2 0.3 -0.1 0.256
H -0.303 1.700 -0.578 0.1 0.2 0.1 0.179
C -3.070 -0.372 -1.043 0.7 -1.0 1.5 -0.972
N -1.993 -0.597 -0.050 -0.1 0.5 -0.2 -0.147
C -2.049 -0.303 1.302 -0.2 -0.7 -2.3 0.738
C -0.770 -0.536 2.067 -0.4 -0.2 1.1 -0.934
O -3.094 0.063 1.806 0.2 0.2 0.5 -0.654
H -2.733 0.366 -1.757 -0.2 0.1 -0.4 0.276
H -3.200 -1.368 -1.467 -0.4 0.3 -0.6 0.322
H -3.989 -0.083 -0.550 0.0 0.2 0.1 0.334
H -1.137 -0.868 -0.533 0.2 0.1 1.0 0.312
H 0.118 -0.034 1.690 -0.2 0.4 0.0 0.148
H -1.055 -0.254 3.086 0.6 0.3 -0.1 0.336
H -0.477 -1.583 2.146 -0.3 -0.2 -0.4 0.287
```
Positions in Å, forces in eV/Å.

DFT total energy ... -13524.9353 eV
Molecular weight ... 146.19 g mol⁻¹
LUMO ... 0.62 eV

Record 9
C6H14N2O2 | ωB97M-V with the def2-TZVPD basis set

XYZ file:
```
24
Properties=species:S:1:pos:R:3:forces:R:3:mulliken_charge:R:1
C 1.723 2.754 0.893 0.3 0.8 0.1 -0.924
N 2.088 1.359 0.909 -0.1 0.4 0.0 -0.191
C 1.821 0.537 -0.130 -0.3 -0.4 0.0 0.783
C 2.188 -0.914 0.053 0.0 0.0 0.1 -0.993
O 1.219 0.904 -1.128 0.0 0.2 0.0 -0.667
H 2.602 3.397 0.884 0.2 -0.1 0.1 0.334
H 1.191 3.012 -0.013 -0.3 -0.3 -0.1 0.322
H 1.130 3.057 1.757 -0.1 -0.3 0.0 0.305
H 2.566 1.028 1.727 0.0 -0.3 -0.1 0.192
H 2.775 -1.090 0.951 0.1 -0.1 0.0 0.330
H 1.252 -1.465 0.123 0.0 0.0 0.3 0.237
H 2.688 -1.310 -0.830 0.1 0.2 0.1 0.298
C -2.399 0.364 1.168 -0.1 -0.2 -0.2 -0.979
N -1.606 -0.155 0.075 0.0 -0.2 0.0 -0.104
C -1.831 -1.397 -0.442 -0.1 0.4 -0.2 0.804
C -0.943 -1.726 -1.614 0.3 -0.9 -0.3 -0.805
O -2.673 -2.164 -0.007 0.1 0.1 0.0 -0.657
H -3.156 -0.386 1.381 0.0 0.0 0.1 0.329
H -1.802 0.505 2.070 0.0 0.2 0.0 0.299
H -2.919 1.275 0.871 0.2 0.1 0.2 0.320
H -0.885 0.406 -0.356 -0.1 0.0 0.0 0.170
H 0.102 -1.593 -1.338 -0.1 0.2 -0.3 -0.006
H -1.061 -2.782 -1.863 -0.2 0.1 0.1 0.306
H -1.143 -1.154 -2.524 -0.1 0.2 0.3 0.297
```
Positions in Å, forces in eV/Å.

DFT total energy ... -13525.1729 eV
Molecular weight ... 146.19 g mol⁻¹
LUMO ... 0.60 eV

Record 10
C6H14N2O2 | ωB97M-V with the def2-TZVPD basis set

XYZ file:
```
24
Properties=species:S:1:pos:R:3:forces:R:3:mulliken_charge:R:1
C 0.263 -2.220 -1.403 1.1 -1.1 0.6 -1.227
C -0.460 -1.881 2.304 -3.1 -1.8 3.0 -0.971
C -0.652 -1.996 -0.304 -0.1 0.2 3.3 0.559
O -1.841 -2.066 -0.375 -1.3 0.1 -0.4 -0.552
N -0.037 -1.761 0.962 0.7 0.8 -1.0 -0.098
H 0.347 -3.285 -1.522 -0.5 -0.5 -0.7 0.339
H 0.929 -1.564 0.969 1.2 -0.1 -0.7 0.193
H 0.209 -2.375 3.057 0.0 -0.5 -1.6 0.347
H 0.119 -1.661 -2.253 -1.4 0.7 -2.3 0.373
H 1.252 -1.971 -1.209 2.1 0.6 1.1 0.454
H -0.643 -1.038 2.965 -0.1 1.5 -0.9 0.308
H -1.483 -2.387 2.406 1.5 0.3 -0.5 0.332
C -0.541 1.747 -1.837 -1.8 -0.8 -3.1 -0.824
C 1.303 1.825 1.403 0.2 -2.1 2.1 -0.938
C 0.859 2.097 0.015 0.1 2.2 2.8 0.722
O 1.007 3.213 -0.451 0.2 -0.7 -0.8 -0.371
N -0.023 1.243 -0.631 0.0 0.8 0.1 0.132
H -0.590 0.509 -0.143 0.9 0.4 -0.2 0.298
H -0.130 1.029 -2.698 -1.6 1.0 1.5 0.301
H 1.642 2.607 2.076 -0.6 1.2 -0.9 0.371
H -1.658 1.794 -1.666 0.8 -0.9 -0.9 0.368
H -0.350 2.765 -2.229 0.9 -0.6 1.1 0.372
H 0.537 1.293 2.060 1.0 0.1 -1.3 0.198
H 2.270 1.300 1.405 -0.5 -0.8 -0.3 0.315
```
Positions in Å, forces in eV/Å.

DFT total energy ... -13513.5138 eV
Charge ... +1
Spin multiplicity ... 2
Molecular weight ... 146.19 g mol⁻¹
LUMO (alpha / beta) ... -3.94 / -9.06 eV

Relative energy (zero: lowest compared OMol25 entry of this formula, charge and spin) (computed, kJ/mol): 43.3, 325.0, 128.6, 137.8, 173.8, 383.1, 346.7, 66.5, 43.6, 313.2